(1)
DFT (ωB97M-V with the def2-TZVPD basis set) results for a structure of composition C24H17F3O10V3.

Results
- HOMO energy (eV) = -8.2
- charge = +1
- orbital gap (eV) = 1.38
- E_LUMO (eV) = -6.77

Last column: Mulliken charge in e.
Cartesian coordinates (Å):
O  -9.14475  11.00127  -8.45820  -0.56
V  -8.00318  11.66598  -9.25476  1.64
O  -8.14356  11.51153  -10.85288  -0.59
O  -7.13103  -0.54729  -3.80326  -0.52
V  -5.79487  -0.49083  -4.65086  1.80
O  -5.43831  -1.82843  -5.37487  -0.52
O  1.25540  13.11013  -5.07079  -0.57
V  -0.05037  13.36379  -4.19915  1.64
O  0.33453  13.87445  -2.73190  -0.57
C  -3.24866  6.19453  -3.90087  -0.40
C  -3.30658  7.32433  -4.60828  0.35
C  -4.12420  7.37180  -5.86104  0.46
O  -4.58296  8.47322  -6.41522  -0.64
C  -4.65217  6.25572  -6.46257  -0.54
C  -4.65637  4.96205  -5.82640  0.50
C  -3.90666  4.95143  -4.40223  0.50
O  -3.92380  3.90861  -3.76780  -0.61
O  -5.12906  3.86365  -6.14098  -0.60
O  -2.67614  8.38469  -4.09061  -0.65
H  -2.74551  6.18760  -2.94527  0.46
H  -5.18686  6.37581  -7.39321  0.42
F  1.21847  0.42195  -6.04974  -0.30
C  2.36925  0.84630  -5.41721  0.44
C  3.38303  -0.11670  -5.43773  -0.36
C  4.57463  0.15527  -4.79676  -0.32
C  4.75839  1.35517  -4.04526  -0.45
C  3.73666  2.26664  -3.97383  -0.28
C  2.54578  2.02443  -4.68138  -0.51
H  3.27538  -0.90904  -6.16369  0.37
H  5.39954  -0.52140  -4.96425  0.34
H  5.67007  1.61269  -3.52670  0.36
H  3.85568  3.17473  -3.40144  0.38
H  1.77260  2.73223  -4.42134  0.34
F  -1.93887  -1.89475  -0.63281  -0.29
C  -1.01392  -1.70579  0.31393  0.31
C  0.04057  -2.61692  0.46675  -0.27
C  0.96865  -2.52989  1.40233  -0.44
C  0.78902  -1.58098  2.39622  -0.33
C  -0.14957  -0.58012  2.29853  -0.44
C  -1.09196  -0.58401  1.24565  -0.34
H  0.01991  -3.48063  -0.18129  0.33
H  1.81537  -3.19910  1.44256  0.37
H  1.50251  -1.70875  3.19685  0.34
H  -0.23034  0.21792  3.02172  0.36
H  -1.92041  0.09490  1.10722  0.39
F  5.92767  6.18776  2.94097  -0.28
C  4.64894  6.54570  2.55152  0.29
C  4.28366  7.90083  2.75881  -0.27
C  3.00930  8.20709  2.40749  -0.49
C  2.06405  7.20547  2.09458  -0.23
C  2.39077  5.90381  1.87512  -0.46
C  3.68921  5.59978  2.14012  -0.31
H  4.91773  8.74563  2.98392  0.38
H  2.60098  9.18687  2.60679  0.33
H  1.02817  7.41098  1.86850  0.31
H  1.59302  5.22924  1.60136  0.38
H  3.85819  4.53372  2.10335  0.35

***

(2)
DFT (ωB97M-V with the def2-TZVPD basis set) results for a structure of composition C24H17N11O3STa.

Results
- HOMO energy (eV) = -11.6
- charge = +1
- orbital gap (eV) = 7.24
- energy above the lowest of the compared OMol25 structures with the same formula, charge and spin (kcal per mole) = 13.0
- E_LUMO (eV) = -4.36

Last column: Mulliken charge in e.
Cartesian coordinates (Å):
Ta  -0.01573  -0.14018  -0.04247  2.32
C  3.48671  3.62066  -2.57916  -1.04
O  2.50738  2.89260  -1.84351  -0.25
C  1.93402  3.49354  -0.79091  0.49
C  2.25994  4.73033  -0.26423  -0.58
C  1.58536  5.23363  0.85470  -0.92
C  0.58634  4.51415  1.46077  -1.09
C  0.24768  3.24290  0.96040  0.63
C  -0.83902  2.49771  1.52544  -0.16
N  -1.11709  1.27284  1.21246  0.65
N  -2.31609  0.78712  1.68746  -1.04
C  -2.69706  -0.20278  0.95052  0.82
O  -1.93328  -0.59254  -0.07038  -0.99
C  -3.95317  -0.91367  1.18262  0.34
C  -4.70848  -0.63207  2.32156  -0.38
C  -5.89367  -1.30837  2.54230  -0.67
C  -6.33072  -2.26095  1.62954  -0.40
C  -5.58137  -2.53990  0.49553  -0.74
C  -4.39077  -1.87075  0.26976  -0.29
C  0.91439  2.74603  -0.16755  0.70
O  0.59642  1.55545  -0.66223  -0.87
H  3.77212  2.97471  -3.40272  0.23
H  3.06978  4.55080  -2.96908  0.41
H  4.35971  3.83679  -1.95938  0.40
H  3.04167  5.32180  -0.71910  0.51
H  1.85688  6.20899  1.23338  0.42
H  0.05522  4.91198  2.31527  0.46
H  -1.51977  2.98852  2.21621  0.52
H  -4.35657  0.11106  3.02330  0.44
H  -6.47919  -1.09544  3.42594  0.41
H  -7.25911  -2.78780  1.80426  0.40
H  -5.92527  -3.28016  -0.21369  0.41
H  -3.80320  -2.08182  -0.61307  0.45
N  4.05420  0.64086  1.64066  0.15
C  2.78330  1.03540  1.57125  -0.34
N  2.10756  0.12942  0.88825  -0.01
C  3.04798  -0.80922  0.56020  0.20
N  4.24233  -0.52215  1.00019  -0.73
C  2.62924  -2.00443  -0.15847  0.19
C  3.45658  -3.09176  -0.38951  -0.56
N  2.99928  -4.20063  -0.95297  -0.50
C  1.71576  -4.22855  -1.28027  -0.44
C  0.88019  -3.13541  -1.08753  -0.46
N  1.34260  -2.01486  -0.53511  0.38
H  4.82810  1.09306  2.10438  0.20
H  2.40088  1.93740  2.01937  0.52
H  4.49933  -3.05296  -0.10143  0.49
H  1.32874  -5.13955  -1.71711  0.41
H  -0.15486  -3.15417  -1.39825  0.47
N  0.55217  -5.37475  3.12036  -0.44
C  0.53494  -4.22714  3.21754  0.43
N  0.56312  -2.90280  3.33793  -0.63
C  0.21552  -2.09907  2.46333  0.71
N  -0.08428  -1.24893  1.69396  -0.37
S  -0.59709  -0.55047  -2.42947  -0.36
C  0.98828  -0.33135  -2.96230  0.60
N  2.08217  -0.14736  -3.28236  -0.51

***

(3)
DFT (ωB97M-V with the def2-TZVPD basis set) results for a structure of composition C24H17N5O2S4W.

Results
- HOMO energy (alpha / beta) (eV) = -7.6 / -8.3
- charge = 0
- orbital gap (alpha / beta) (eV) = 6.26 / 6.77
- energy above the lowest of the compared OMol25 structures with the same formula, charge and spin (kcal per mole) = 2.8
- multiplicity = 3
- E_LUMO (alpha / beta) (eV) = -1.39 / -1.52

Last column: Löwdin spin population.
Cartesian coordinates (Å):
W  -2.72745  -3.56008  -1.43128  1.66
C  2.15011  3.29573  0.18401  0.00
O  1.99930  1.89038  -0.04821  0.00
C  1.89744  1.03397  1.01430  0.00
C  1.30523  1.37709  2.26940  0.00
C  1.29290  0.50918  3.31120  0.00
C  1.61894  -0.83596  3.01209  0.00
C  2.22007  -1.16303  1.78978  0.00
C  2.31558  -0.23472  0.77101  0.00
N  1.71295  -1.84407  4.16711  0.00
N  1.23551  -2.94099  4.00202  0.00
C  0.58411  -3.33920  2.77845  0.00
C  1.10549  -4.39562  2.05583  0.00
C  0.57368  -4.78140  0.80727  0.00
C  -0.49672  -4.05973  0.32127  0.01
O  -1.03466  -4.41179  -0.87248  0.06
C  -1.21795  -3.15689  1.10328  0.02
N  -2.45344  -2.75329  0.63651  0.05
C  -3.18849  -2.01652  1.47637  0.03
C  -2.80060  -1.64093  2.80267  0.00
C  -1.55220  -2.09091  3.26090  0.02
C  -0.71932  -2.83557  2.39955  0.00
H  2.22858  3.65571  -0.84515  0.00
H  3.15720  3.35634  0.69703  0.00
H  1.41563  3.67872  0.81404  0.00
H  0.87834  2.38073  2.38940  0.00
H  0.79008  0.91313  4.19954  0.00
H  2.57221  -2.19296  1.54949  0.00
H  2.65931  -0.49858  -0.23915  0.00
H  1.89548  -4.91044  2.55493  0.00
H  0.91588  -5.67806  0.24041  0.00
H  -4.22172  -1.89076  1.08785  0.00
H  -3.45176  -1.07528  3.43289  0.00
H  -1.20838  -1.94186  4.26085  0.00
S  -4.59150  -4.56318  -1.90183  0.01
S  -1.36591  2.75633  -0.01850  0.00
C  -1.44569  1.55502  -1.12618  0.00
S  -2.05383  -0.04042  -0.85380  0.02
C  -1.78033  -0.48909  -2.49184  0.03
N  -1.32549  0.48705  -3.24349  0.01
N  -1.03739  1.58701  -2.38528  0.00
C  -0.31721  2.64578  -3.05654  0.00
C  -1.01981  3.75669  -3.34222  0.00
C  -0.39294  4.83402  -3.92282  0.00
C  0.94776  4.78348  -4.23666  0.00
C  1.69066  3.66019  -3.85383  0.00
C  1.02559  2.62074  -3.30268  0.00
S  -2.54178  -1.94464  -3.13847  0.08
H  -2.07796  3.73270  -3.10246  0.00
H  -0.96409  5.73326  -4.19464  0.00
H  1.46171  5.64442  -4.72854  0.00
H  2.78474  3.63606  -4.06882  0.00
H  1.55214  1.76225  -2.98454  0.00

***

(4)
DFT (ωB97M-V with the def2-TZVPD basis set) results for a structure of composition C24H17N6O3SSc.

Results
- HOMO energy (eV) = -10.7
- charge = +2
- orbital gap (eV) = 1.78
- energy above the lowest of the compared OMol25 structures with the same formula, charge and spin (kcal per mole) = 0.0
- E_LUMO (eV) = -8.91

Last column: Mulliken charge in e.
Cartesian coordinates (Å):
Sc  -0.33109  1.41619  -0.49510  1.31
C  4.03210  1.13478  -0.56853  -0.90
C  4.47432  2.43929  -0.33625  -0.47
C  3.53242  3.44784  -0.21090  -0.70
C  2.18951  3.11252  -0.25166  0.63
N  1.77835  1.84039  -0.46606  -0.08
C  2.68307  0.87113  -0.65251  -0.11
C  1.12196  4.15162  -0.08756  0.63
C  1.29097  5.52490  -0.03878  -0.52
C  0.13777  6.33532  0.02838  -0.79
C  -1.10724  5.77530  0.13299  -0.66
C  -1.20962  4.38918  0.05418  0.66
N  -0.12499  3.60797  -0.08397  -0.18
C  -2.45875  3.57624  0.16980  0.62
C  -3.71142  4.11719  0.30794  -0.57
C  -4.78970  3.23927  0.42567  -0.43
C  -4.56900  1.86751  0.47231  -1.01
C  -3.29504  1.37999  0.31718  -0.05
N  -2.23782  2.22290  0.11573  -0.17
H  4.69721  0.33860  -0.67014  0.51
H  5.55263  2.62745  -0.17189  0.45
H  3.87325  4.45711  -0.12188  0.38
H  2.37511  -0.11838  -0.98706  0.66
H  2.30456  5.93398  -0.08164  0.36
H  0.27404  7.45069  0.03135  0.42
H  -1.97544  6.39473  0.25798  0.41
H  -3.82918  5.18337  0.36159  0.41
H  -5.77936  3.68261  0.52729  0.47
H  -5.36451  1.16680  0.56633  0.44
H  -3.14880  0.31510  0.23189  0.72
O  3.15036  -7.59600  -0.26679  -0.65
S  2.79370  -6.89100  0.90936  1.20
O  3.38487  -5.60587  1.12053  -0.67
O  2.78685  -7.74787  2.05078  -0.66
C  1.05380  -6.45437  0.51204  0.07
N  0.21454  -7.49574  0.15546  -0.39
C  -0.94442  -7.09109  -0.30262  -0.33
C  -1.27575  -5.72398  -0.54443  -0.58
C  -0.33840  -4.81458  -0.12991  -0.02
N  0.80756  -5.20706  0.48728  -0.23
C  -0.46348  -3.37471  -0.10719  1.35
C  -1.44346  -2.64153  -0.84779  -0.88
C  -1.33783  -1.29675  -0.77247  -0.48
N  -0.39068  -0.57920  -0.05740  -0.07
C  0.51252  -1.34375  0.67587  -1.04
C  0.54685  -2.70624  0.59975  -0.35
H  -1.63804  -7.92973  -0.53553  0.40
H  -2.20379  -5.51456  -1.06776  0.32
H  -2.17700  -3.09679  -1.49700  0.41
H  -2.04315  -0.67884  -1.35234  0.68
H  1.28362  -0.75835  1.18130  0.69
H  1.33603  -3.33360  1.01218  0.76

***

Sequential DFT total energy output: -130828.4330, -60080.7356, -81873.1971, -71765.9625 eV
Sequential max |F| output: 6.6, 0.5, 3.7, 3.4 eV/Å